1.
A molecular structure, C17H14F2N4OS2 in a non-equilibrium geometry. Source: OMol25; level of theory: ωB97M-V/def2-TZVPD.

CARTESIAN COORDINATES (ANGSTROEM)
1 O 1.78251 -2.34801 0.44107
2 C 0.88449 -1.68808 0.33760
3 N -0.30778 -2.00442 -0.18072
4 C -1.51205 -1.30474 -0.07935
5 N -2.65544 -1.76245 -0.69941
6 N -3.82520 -0.95325 -0.58034
7 C -4.70036 -0.83182 0.47567
8 C -5.86365 0.04037 -0.04080
9 C -6.79867 0.25673 1.03226
10 N -7.84138 0.84189 0.98208
11 C -8.24261 1.57423 -0.18173
12 C -7.46969 1.32610 -1.41596
13 C -6.15423 0.35951 -1.28439
14 H -5.47973 0.48170 -1.96288
15 H -7.66689 1.63001 -2.39365
16 H -9.19643 1.87164 -0.13546
17 H -6.50340 -0.30924 2.17333
18 H -4.48306 -1.15598 1.39557
19 S -1.01347 0.33036 0.74578
20 C 0.61311 -0.19592 0.95346
21 H 0.95615 -0.18800 1.77466
22 C 1.35346 0.78457 0.09151
23 C 2.92167 0.43711 0.05097
24 C 3.46690 -0.31731 -0.87446
25 C 4.86130 -0.55473 -1.22010
26 C 5.67761 -0.36727 0.13780
27 C 5.02231 0.10688 1.20075
28 C 3.71718 0.81100 1.08536
29 H 3.14351 1.15490 2.04413
30 H 5.63038 0.50593 2.14506
31 S 7.34295 -0.71191 0.17810
32 C 7.97548 0.78298 -0.34826
33 F 7.69146 1.79834 0.68828
34 F 7.52156 1.09504 -1.43820
35 H 9.06886 0.67092 -0.25973
36 H 5.37782 -1.05613 -1.75028
37 H 2.98332 -0.62128 -2.09696
38 H 1.32453 1.73489 0.54899
39 H 1.08288 0.66100 -1.07232
40 H -0.68539 -2.88559 -0.46743

Calculated values
Frontier orbital gap in eV: 8.56
ΔE to the lowest compared entry with this formula, charge and spin in eV: 1.016
Total charge: 0
Lowest unoccupied orbital energy in eV: -0.29
HOMO energy in eV: -8.84
Max |F| in hartree/bohr: 0.355


2.
A molecular structure, C17H14F5N2O5STe2V in a non-equilibrium geometry. Source: OMol25; level of theory: ωB97M-V/def2-TZVPD.

CARTESIAN COORDINATES (ANGSTROEM)
1 V 0.24790 -0.08488 0.19412
2 O 3.77010 1.24520 -0.10934
3 C 2.59232 1.24770 0.14230
4 O 1.98291 0.31283 0.85511
5 C 1.62489 2.38412 -0.28422
6 O 2.00650 3.43988 -0.72338
7 O 0.36833 2.07703 -0.02828
8 C -2.78935 -1.26049 -1.73538
9 Te -2.08548 0.66706 -1.11081
10 C -3.63886 0.50004 0.35563
11 C -4.60067 -0.53707 -0.16480
12 C -5.88193 -0.66379 0.36060
13 C -6.74890 -1.63303 -0.12032
14 C -6.33586 -2.48606 -1.13428
15 C -5.05938 -2.36500 -1.66169
16 C -4.18449 -1.39416 -1.18533
17 H -2.10525 -2.00270 -1.32461
18 H -2.76504 -1.34123 -2.81982
19 H -4.11791 1.46467 0.51127
20 H -3.18323 0.18126 1.29345
21 H -6.20160 0.00486 1.15159
22 H -7.74600 -1.71912 0.29267
23 H -7.00869 -3.24269 -1.51739
24 H -4.73233 -3.03018 -2.45203
25 N 0.14584 2.36067 2.62636
26 C -0.33192 1.18868 3.02289
27 N -0.61615 0.17811 2.22889
28 C -1.26093 -0.84583 2.94784
29 C -1.79385 -2.02521 2.43093
30 C -2.40971 -2.92169 3.28755
31 C -2.50785 -2.67517 4.65405
32 C -1.99221 -1.50536 5.18450
33 C -1.38672 -0.60696 4.32199
34 S -0.71963 0.95192 4.71642
35 H 0.30103 2.48585 1.61164
36 H 0.50514 3.01538 3.29544
37 H -1.69750 -2.24694 1.37986
38 H -2.81243 -3.83908 2.87874
39 H -2.98726 -3.39536 5.30387
40 H -2.06555 -1.29243 6.24314
41 F -0.09301 -3.59435 -2.52107
42 Te 1.23588 -3.07314 -1.16497
43 F 2.23012 -4.58854 -1.71000
44 F 0.18951 -4.23130 -0.13274
45 F 2.36023 -3.10529 0.40006
46 F 0.92031 -0.02389 -1.56050
47 O -0.15199 -1.65791 0.08492

Calculated values
Frontier orbital gap (spin up / spin down) in eV: 8.26 / 8.26
ΔE to the lowest compared entry with this formula, charge and spin in eV: 0.476
2S+1: 2
Total charge: -1
Lowest unoccupied orbital energy (spin up / spin down) in eV: 2.05 / 2.04
HOMO energy (spin up / spin down) in eV: -6.21 / -6.22
Max |F| in hartree/bohr: 0.026


3.
A molecular structure, C17H15BiN3O2Se2Te2 in a non-equilibrium geometry. Source: OMol25; level of theory: ωB97M-V/def2-TZVPD.

CARTESIAN COORDINATES (ANGSTROEM)
1 Bi 0.76946 -0.59439 -0.84185
2 O 0.18235 -0.15512 1.32788
3 C -0.36750 -1.20023 1.93225
4 C 0.28688 -1.78625 3.04137
5 C -0.24475 -2.86851 3.72020
6 C -1.44137 -3.47330 3.33019
7 C -2.10713 -2.91487 2.25593
8 C -1.59565 -1.80760 1.55089
9 C -2.34500 -1.38606 0.36423
10 N -1.82068 -0.71852 -0.56388
11 C -2.40806 -0.24048 -1.77695
12 C -2.02196 1.25431 -1.91985
13 N -0.64282 1.46604 -1.53664
14 C -0.35682 2.51513 -0.86823
15 C 0.94501 2.97357 -0.40111
16 C 1.01795 4.18580 0.29937
17 C 2.22296 4.73464 0.68056
18 C 3.39768 4.06286 0.34605
19 C 3.36321 2.86392 -0.31974
20 C 2.13231 2.25603 -0.67789
21 O 2.12748 1.11645 -1.28685
22 H 1.24502 -1.39944 3.35476
23 H 0.32255 -3.29907 4.53368
24 H -1.84628 -4.31732 3.87123
25 H -3.04165 -3.36453 1.90689
26 H -3.38774 -1.72225 0.31282
27 H -3.50533 -0.35054 -1.82742
28 H -1.97034 -0.82147 -2.60718
29 H -2.67573 1.84687 -1.28087
30 H -2.16381 1.58207 -2.95456
31 H -1.16457 3.23313 -0.65798
32 H 0.10835 4.70770 0.55011
33 H 2.25228 5.67743 1.19904
34 H 4.34687 4.47892 0.63265
35 H 4.27733 2.33582 -0.56875
36 Se 3.04241 -1.60353 0.19146
37 Te 2.86243 -3.09147 -1.84521
38 Te 1.84096 -1.20638 -3.60493
39 Se -0.23389 -2.17771 -4.55585
40 N -0.67665 -3.83227 -1.78059
41 C -0.14798 -3.55281 -0.76759
42 H -0.57778 -3.40658 -2.75766

Calculated values
Frontier orbital gap in eV: 6.15
ΔE to the lowest compared entry with this formula, charge and spin in eV: 0.606
Total charge: -1
Lowest unoccupied orbital energy in eV: 2.33
HOMO energy in eV: -3.82
Max |F| in hartree/bohr: 0.025


- Which of these has the highest max |F|?
  C17H14F2N4OS2